Record 1
Computed, not measured: a molecular structure, C20H54BCoF4N2O12, with ωB97M-V with the def2-TZVPD basis set.

Net charge ... +1
⟨S²⟩ ... 3.75
LUMO level (spin up / spin down) ... -2.99 / -3.00 eV
Maximum force ... 4.75 eV/Å
HOMO-LUMO gap (spin up / spin down) ... 0.2606 / 0.2604 hartree
Multiplicity ... 4

```
94
C20H54BCoF4N2O12 (ωB97M-V with the def2-TZVPD basis set)
Co 0.2430 -2.1952 2.8459
B -1.5821 -0.6186 0.4880
F -2.9027 -0.8754 0.1030
F -1.1977 -1.0655 1.6908
F -0.7529 -1.2570 -0.4176
F -1.3780 0.7413 0.5659
C 4.9833 4.2360 -8.2302
O 4.4360 5.1126 -7.1855
C 3.2069 4.8091 -6.7624
C 3.2204 3.5108 -5.9675
N 1.9341 3.2455 -5.5504
C 1.9430 2.3462 -4.2884
C 0.4955 2.1435 -3.7223
O 0.1054 3.4539 -3.1025
C -1.0936 3.3262 -2.4873
H 6.0047 4.5049 -8.4997
H 4.3964 4.2595 -9.1484
H 5.0264 3.2236 -7.8287
H 2.4268 4.6473 -7.5062
H 2.9380 5.6881 -6.1765
H 3.9347 3.8008 -5.1970
H 3.5517 2.6558 -6.5569
H 1.4392 4.0927 -5.3105
H 2.7236 2.6163 -3.5771
H 2.2472 1.3399 -4.5764
H 0.5737 1.4529 -2.8826
H -0.1680 1.9478 -4.5647
H -1.8757 3.0484 -3.1938
H -1.5398 4.1563 -1.9396
H -0.8957 2.7146 -1.6070
C -2.9151 -2.0588 3.5082
O -1.6868 -2.8241 3.2868
C -1.9206 -4.1758 2.9319
C -0.5636 -4.6954 2.2967
N -0.0111 -3.7038 1.3052
C 0.6942 -4.3820 0.1162
C -0.3955 -4.7020 -0.8485
O -1.6778 -4.1074 -0.4723
C -2.5814 -4.1946 -1.5181
H -2.7646 -1.0036 3.7361
H -3.3263 -2.3844 4.4636
H -3.6034 -2.1531 2.6683
H -2.7995 -4.3383 2.3079
H -2.0151 -4.5321 3.9577
H -1.0003 -5.4954 1.6988
H 0.0829 -5.2098 3.0077
H -0.8100 -3.3914 0.7720
H 1.2548 -5.1920 0.5829
H 1.2749 -3.5191 -0.2097
H -0.4563 -5.7672 -1.0718
H -0.0306 -4.3008 -1.7940
H -2.9033 -5.1929 -1.8144
H -2.2642 -3.5460 -2.3346
H -3.4990 -3.7671 -1.1138
C -4.0742 1.9292 -0.4434
C -4.8493 1.1352 -1.5593
O -4.3860 -0.2024 -1.8730
O -4.3509 3.3207 -0.4968
H -2.9941 1.8401 -0.5598
H -4.3201 1.5028 0.5292
H -4.6685 1.6968 -2.4758
H -5.9139 1.0068 -1.3639
H -3.5574 -0.3125 -1.4009
H -5.2379 3.5138 -0.1843
C 0.8779 -0.5038 5.5296
C 0.1788 -1.6813 6.2162
O 0.1395 -2.8439 5.3880
O 0.2492 -0.4521 4.1869
H 1.9472 -0.7071 5.5877
H 0.5854 0.3329 6.1639
H -0.8407 -1.3956 6.4754
H 0.6817 -1.8349 7.1710
H 0.3527 -3.5658 5.9839
H -0.4358 0.2095 4.0657
C 1.3534 3.1862 2.5147
C -0.2086 3.3653 2.8577
O -0.9474 3.1648 1.6640
O 1.4714 1.9754 1.7691
H 1.9289 3.1526 3.4398
H 1.7544 3.9080 1.8031
H -0.4572 4.3299 3.3001
H -0.4110 2.5606 3.5646
H -0.9566 2.2414 1.4017
H 1.1670 2.0956 0.8666
C 2.8620 -0.7871 2.1208
C 3.1703 -2.2433 2.6541
O 2.0859 -2.6316 3.5644
O 1.5204 -0.8384 1.7016
H 3.4755 -0.4096 1.3028
H 2.9191 -0.1933 3.0331
H 4.2126 -2.4225 2.9183
H 3.3593 -2.9589 1.8539
H 2.4533 -2.9846 4.3780
H 1.3368 0.0760 1.4739
```

***

Record 2
Computed, not measured: a single C4H7NO2 molecule, with ωB97M-V with the def2-TZVPD basis set.

ΔE to the lowest compared entry with this formula, charge and spin ... 57.50 kcal/mol
LUMO level ... 0.89 eV
Maximum force ... 9.01 eV/Å
HOMO-LUMO gap ... 0.3883 hartree
Structure (SMILES) ... C[C@]1(C(=O)O)CN1

```
14
C4H7NO2 (ωB97M-V with the def2-TZVPD basis set)
C -1.1198 0.0979 1.1622
C -0.0316 0.0685 0.0395
C 0.4455 -1.5568 -0.1788
O 0.5748 -2.2971 0.6679
O 0.6047 -1.7444 -1.5068
C 0.9852 1.0704 -0.1294
N -0.0595 0.8050 -1.1886
H -1.4077 1.0160 1.5713
H -0.7784 -0.5544 2.0119
H -1.8629 -0.4099 0.7002
H 0.4049 -0.9454 -1.9545
H 0.8817 1.9774 0.6110
H 2.0591 0.9821 -0.4235
H -0.6962 1.4910 -1.3827
```

***

Record 3
Computed, not measured: 2 unconnected molecules or ions with the total composition C28H51N4O4PS, with ωB97M-V with the def2-TZVPD basis set.

LUMO level ... -1.77 eV
Maximum force ... 2.53 eV/Å
HOMO-LUMO gap ... 0.1742 hartree

```
89
C28H51N4O4PS (ωB97M-V with the def2-TZVPD basis set)
C -4.4003 7.0377 -1.6660
C -5.2228 5.7209 -1.6145
C -4.9735 4.9591 -0.2992
C -3.8733 3.8666 -0.3450
C -2.6508 4.1538 -1.2271
C -1.5515 5.0047 -0.5267
C -0.1766 4.5610 -1.0607
C 1.0115 5.2699 -0.3995
C 2.3429 4.6949 -0.9329
C 2.5912 3.2440 -0.5411
C 3.8602 2.6471 -1.2183
C 3.4946 1.3804 -2.0170
C 3.0716 0.1737 -1.1290
C 1.6603 -0.3578 -1.5120
C 0.9873 -1.2215 -0.4654
C 1.4609 -2.5247 -0.1885
C 2.6453 -3.1131 -0.9223
C 2.1365 -4.2169 -1.8866
O 0.8502 -3.8556 -2.3526
C -0.0471 -4.9474 -2.4247
C 0.2259 -5.8886 -3.6268
C 0.8091 -3.3046 0.7892
C 1.2236 -4.6777 1.2619
C 1.7505 -4.5865 2.7208
C 2.6515 -3.3763 3.0033
C 0.6065 -4.6026 3.7602
C -0.3136 -2.7931 1.3996
N -0.7731 -1.5596 1.1275
P -2.2590 -1.0998 2.0325
N -3.4927 -1.7056 1.3012
C -0.1302 -0.7780 0.2360
N -0.6948 0.5455 0.0583
C -0.2995 1.2713 0.9788
S -0.0062 2.3027 2.1072
H -3.4065 6.8383 -2.0662
H -4.2561 7.4063 -0.6481
H -4.9072 7.8258 -2.2212
H -6.2805 5.9442 -1.7558
H -4.9362 5.0953 -2.4630
H -4.8044 5.6304 0.5447
H -5.9077 4.4398 -0.0544
H -3.5344 3.7049 0.6840
H -4.3283 2.9239 -0.6588
H -2.8982 4.5634 -2.2064
H -2.1775 3.1840 -1.4233
H -1.6146 4.8181 0.5479
H -1.7069 6.0656 -0.7301
H -0.1101 3.4958 -0.8159
H -0.1432 4.6262 -2.1504
H 0.9735 6.3231 -0.6999
H 0.9632 5.2522 0.6906
H 2.3702 4.8579 -2.0136
H 3.1552 5.2948 -0.5068
H 1.7618 2.5790 -0.7904
H 2.7257 3.1667 0.5410
H 4.6187 2.3864 -0.4807
H 4.2327 3.3877 -1.9280
H 4.3603 1.1233 -2.6289
H 2.6453 1.5902 -2.6737
H 3.1564 0.3671 -0.0576
H 3.7783 -0.6289 -1.3525
H 1.0322 0.5185 -1.6881
H 1.7100 -0.8928 -2.4614
H 3.3925 -3.4951 -0.2296
H 3.0572 -2.3374 -1.5603
H 2.0973 -5.1987 -1.4096
H 2.8308 -4.3046 -2.7288
H -1.0367 -4.5100 -2.5644
H -0.0851 -5.5203 -1.4923
H -0.5988 -5.8611 -4.3357
H 1.1383 -5.5952 -4.1459
H 0.3459 -6.9087 -3.2607
H 1.9393 -5.1676 0.6108
H 0.3143 -5.2836 1.2848
H 2.3652 -5.4716 2.9041
H 3.5688 -3.4042 2.4051
H 2.9770 -3.4502 4.0438
H 2.1483 -2.4138 2.8941
H -0.2584 -5.1872 3.4500
H 1.0018 -4.9957 4.6956
H 0.3419 -3.5593 3.9743
H -0.8527 -3.3910 2.1234
H -2.0569 -1.6244 3.3282
H -2.2613 0.3020 2.0810
H -3.9766 -2.3639 1.9037
N -1.3511 -6.1023 5.7811
O -2.5179 -5.6754 5.6595
O -0.9557 -7.0561 5.0739
O -0.5539 -5.5355 6.5603
```

***

Record 4
Computed, not measured: a molecular structure, C21H26CrN2OS4SbTe, with ωB97M-V with the def2-TZVPD basis set.

ΔE to the lowest compared entry with this formula, charge and spin ... 64.08 kcal/mol
Net charge ... -2
⟨S²⟩ ... 8.87
LUMO level (spin up / spin down) ... 4.04 / 3.73 eV
Maximum force ... 1.71 eV/Å
HOMO-LUMO gap (spin up / spin down) ... 0.1771 / 0.2063 hartree
Multiplicity ... 6

```
57
C21H26CrN2OS4SbTe (ωB97M-V with the def2-TZVPD basis set)
Cr -2.3817 -1.1736 1.5987
S -5.6071 1.5758 4.7895
Sb -3.8357 0.2850 4.0641
S -3.9258 -2.2652 2.9366
S -3.4032 0.9123 1.7915
S -2.1611 1.5583 5.3091
C -0.7326 -2.8157 4.6179
C -0.3703 -2.7618 3.1464
O 0.3135 -3.6488 2.6584
N -0.8477 -1.6599 2.4789
Te 0.3966 -1.4716 0.3042
C 1.5243 -1.0201 -1.6577
C 1.2111 -1.7253 -2.8309
C 0.0029 -2.6373 -2.9440
C 1.9886 -1.5808 -3.9885
C 3.0927 -0.7488 -4.0260
C 3.9298 -0.6125 -5.2752
C 3.4124 -0.0544 -2.8603
C 2.6581 -0.1833 -1.6954
C 3.0925 0.6003 -0.4753
C -0.0651 0.6062 0.4542
C -0.8363 1.2408 -0.5315
C -1.4270 0.5377 -1.7263
C -1.1316 2.5960 -0.3940
C -0.7095 3.3361 0.6955
C -1.1304 4.7727 0.8761
C 0.0641 2.6982 1.6504
C 0.4047 1.3523 1.5532
C 1.2450 0.7834 2.6654
H -0.1260 -3.5733 5.1105
H -1.7963 -3.0534 4.7040
H -0.5935 -1.8370 5.0855
H -0.3526 -2.9867 -1.9808
H 0.2287 -3.5084 -3.5652
H -0.8337 -2.1103 -3.4145
H 1.7161 -2.1419 -4.8809
H 3.4615 -1.1225 -6.1194
H 4.9263 -1.0434 -5.1421
H 4.0687 0.4346 -5.5562
H 4.2812 0.6020 -2.8555
H 4.0622 1.0720 -0.6470
H 3.1714 -0.0413 0.4055
H 2.3697 1.3805 -0.2188
H -1.9205 -0.3942 -1.4403
H -0.6623 0.2735 -2.4577
H -2.1621 1.1844 -2.2077
H -1.7536 3.0713 -1.1475
H -1.6091 5.1613 -0.0246
H -0.2771 5.4137 1.1125
H -1.8459 4.8634 1.6968
H 0.3916 3.2518 2.5270
H 1.7674 1.5916 3.1833
H 1.9739 0.0604 2.2971
H 0.6154 0.2479 3.3783
N -4.5704 -1.7988 -0.6054
C -3.7417 -1.5352 0.1825
H -5.5604 -1.9584 -0.6050
```

***

Record 5
Computed, not measured: a molecular structure, C4H10InO2, with ωB97M-V with the def2-TZVPD basis set.

ΔE to the lowest compared entry with this formula, charge and spin ... 131.13 kcal/mol
Net charge ... +1
LUMO level ... -9.21 eV
Maximum force ... 3.08 eV/Å
HOMO-LUMO gap ... 0.1053 hartree

```
17
C4H10InO2 (ωB97M-V with the def2-TZVPD basis set)
In -9.8026 -28.9108 18.7267
C -7.2001 -24.4887 19.1905
C -8.3229 -25.1229 18.4105
O -8.3012 -26.4760 18.5431
H -6.3627 -25.1230 19.4685
H -7.5903 -24.1907 20.1760
H -6.8877 -23.4923 18.8702
H -8.2958 -24.7587 17.3745
H -9.2460 -24.6995 18.8550
C -14.0337 -29.3481 21.8509
C -13.5750 -29.1289 20.4004
O -12.2288 -29.1708 20.2866
H -14.0311 -30.3917 22.1545
H -15.0643 -28.9962 21.9612
H -13.5614 -28.7183 22.6052
H -13.9822 -28.1803 20.0266
H -14.0526 -29.8946 19.7669
```

***

Record 6
Computed, not measured: a gas-phase ion, CH4N2P (charge +1), with ωB97M-V with the def2-TZVPD basis set.

ΔE to the lowest compared entry with this formula, charge and spin ... 22.25 kcal/mol
Net charge ... +1
LUMO level ... -5.93 eV
Maximum force ... 6.53 eV/Å
HOMO-LUMO gap ... 0.3249 hartree
Structure (SMILES) ... [H]/P=N/C=[NH2+]

```
8
CH4N2P (ωB97M-V with the def2-TZVPD basis set)
H 1.9551 -0.9603 2.0784
P 0.8478 -1.5949 1.5167
N 0.6543 -0.2036 0.6852
C -0.5447 0.3966 -0.0329
N -0.5697 0.5420 -1.3107
H -1.3040 0.5946 0.7456
H -1.0750 1.1913 -1.7637
H 0.0362 0.0342 -1.9186
```

***

Record 7
Computed, not measured: a molecular structure, C22H22N4O2PtS3Sb, with ωB97M-V with the def2-TZVPD basis set.

ΔE to the lowest compared entry with this formula, charge and spin ... 23.61 kcal/mol
Net charge ... +1
LUMO level ... -3.77 eV
Maximum force ... 1.16 eV/Å
HOMO-LUMO gap ... 0.2358 hartree

```
55
C22H22N4O2PtS3Sb (ωB97M-V with the def2-TZVPD basis set)
Pt 0.0288 0.6524 0.3089
N 0.7357 -3.4267 -1.0014
C -0.4614 -3.8962 -1.6097
C -0.3960 -4.5876 -2.8050
C -1.5656 -5.0262 -3.4137
C -2.7933 -4.7407 -2.8422
C -2.8548 -4.0193 -1.6560
C -1.6892 -3.6174 -1.0254
S -1.7698 -2.7668 0.5221
N -0.2763 -1.9647 0.5518
C 0.7167 -2.3729 -0.1285
C 1.9915 -1.6079 0.0362
C 3.2221 -2.2412 -0.0084
C 4.3782 -1.4959 0.1606
C 4.2745 -0.1322 0.3625
C 3.0168 0.4385 0.4051
N 1.8988 -0.2783 0.2470
H 1.5703 -3.5562 -1.5489
H 0.5671 -4.7913 -3.2584
H -1.5094 -5.5816 -4.3396
H -3.7068 -5.0710 -3.3166
H -3.8126 -3.7771 -1.2130
H 3.2716 -3.3133 -0.1405
H 5.3453 -1.9797 0.1404
H 5.1470 0.4915 0.4906
H 2.8753 1.4986 0.5618
C 1.6184 -0.0658 3.7808
Sb -0.0905 0.7990 2.8782
C -1.6207 -0.4889 3.5427
C -0.3850 2.5022 4.0757
H 1.3709 -0.3372 4.8060
H 2.4351 0.6542 3.7877
H 1.9236 -0.9583 3.2368
H -1.6517 -0.4388 4.6302
H -1.4066 -1.5066 3.2245
H -2.5769 -0.1713 3.1315
H -0.3386 2.1658 5.1106
H -1.3525 2.9389 3.8489
H 0.3910 3.2365 3.8766
O -1.3228 3.4618 1.5690
S -2.0971 3.1718 0.3945
O -3.5089 3.3684 0.4180
N -1.8115 1.5677 -0.1031
C -1.1908 1.5677 -1.3308
S -0.8638 0.1245 -2.1067
C -0.8775 2.9226 -1.8547
C -0.2143 3.2591 -3.0238
C -0.0541 4.6053 -3.3164
C -0.5575 5.5911 -2.4680
C -1.2252 5.2555 -1.2977
C -1.3611 3.9096 -1.0201
H 0.1568 2.4864 -3.6840
H 0.4613 4.8966 -4.2215
H -0.4290 6.6333 -2.7270
H -1.6254 6.0126 -0.6375
```

***

Record 8
Computed, not measured: a molecular structure, C59H41Cl4CrN6S2, with ωB97M-V with the def2-TZVPD basis set.

ΔE to the lowest compared entry with this formula, charge and spin ... 77.00 kcal/mol
Net charge ... -2
⟨S²⟩ ... 9.03
LUMO level (spin up / spin down) ... 3.20 / 3.00 eV
Maximum force ... 2.79 eV/Å
HOMO-LUMO gap (spin up / spin down) ... 0.1164 / 0.1108 hartree
Multiplicity ... 6

```
113
C59H41Cl4CrN6S2 (ωB97M-V with the def2-TZVPD basis set)
Cr 0.9488 -0.8388 -0.7758
Cl 7.3809 5.1593 -4.3854
C 6.0036 4.2395 -3.9199
C 4.8692 4.8316 -3.2859
C 3.8669 3.9849 -2.8233
C 3.8935 2.6049 -3.0157
C 4.9327 2.0406 -3.7202
C 5.9999 2.8418 -4.1249
C 2.7885 1.7236 -2.4837
C 2.1557 2.0259 -1.2376
C 2.6909 2.8687 -0.2149
C 2.0414 2.6057 0.9594
C 1.1196 1.4821 0.8499
C -0.1816 1.4967 1.7800
C -0.5229 2.7504 2.5162
C -1.3709 3.7530 2.0478
C -1.6798 4.8385 2.8645
C -0.9622 5.0248 4.0808
Cl -1.1752 6.3878 5.1355
C -0.1842 3.9761 4.5710
C 0.0622 2.8719 3.7881
C -0.7712 -0.5189 1.4295
N -0.4468 -1.6284 0.8608
C -0.0240 -2.6529 1.7368
C 0.6066 -3.7939 1.2290
C 1.1122 -4.8340 2.1768
C 2.3269 -4.5629 2.8526
C 2.9596 -5.5883 3.5534
C 2.3492 -6.8381 3.6786
Cl 3.2367 -8.1032 4.4648
C 1.0449 -7.0284 3.1918
C 0.4449 -6.0809 2.3813
C 0.9138 -3.8680 -0.1985
C 1.2891 -5.0327 -0.8785
C 1.1842 -4.7535 -2.2505
C 0.8844 -3.3630 -2.4343
N 0.8133 -2.7859 -1.1352
C 0.6462 -2.6235 -3.6870
C 1.3236 -1.3553 -3.8165
C 1.7727 -0.7196 -5.0225
C 2.4454 0.4412 -4.6580
C 2.4305 0.4953 -3.2189
N 1.6859 -0.5662 -2.7229
C -0.2283 -3.0669 -4.7281
C -0.5732 -4.4079 -4.8128
C -1.3874 -4.8909 -5.8397
C -2.0630 -3.9842 -6.6850
Cl -3.1300 -4.4527 -7.9284
C -1.7948 -2.5960 -6.5057
C -0.8270 -2.1676 -5.6421
C -0.4922 -2.7006 3.1140
C -1.0176 -1.7105 3.9504
N 0.8852 1.4415 -0.7641
H 4.9244 5.8914 -3.0637
H 2.9555 4.3922 -2.3434
H 4.8056 0.9782 -3.9378
H 6.8262 2.4642 -4.6940
H 3.5669 3.4635 -0.4450
H 2.1453 3.2474 1.8233
H -1.8106 3.6024 1.0613
H -2.3770 5.5847 2.5240
H 0.3620 4.1208 5.5368
H 0.7396 2.0563 4.0522
H 2.8409 -3.5960 2.7205
H 3.8698 -5.4192 4.1135
H 0.5495 -7.9240 3.5120
H -0.5024 -6.2882 1.8632
H 1.5224 -6.0082 -0.4128
H 1.3456 -5.3800 -3.1114
H 1.5777 -1.0100 -6.0322
H 2.9989 1.1051 -5.3203
H -0.3107 -5.1239 -4.0565
H -1.5796 -5.9769 -6.0000
H -2.3139 -1.9075 -7.1716
H -0.5854 -1.1124 -5.6265
H -0.5728 -3.7323 3.4781
H -1.6407 -2.0525 4.7959
S 3.0798 -0.6597 1.5058
C 1.8007 0.1249 0.8631
S -3.0607 0.4425 5.3720
C -2.4059 0.4028 3.7783
C -1.0184 -0.1686 3.7734
C -0.1279 0.1684 2.6025
N -1.3760 0.6960 0.9115
C -2.6673 0.8965 1.3316
C -3.1468 0.7655 2.6354
C -4.5518 1.4978 5.3424
C -4.2871 2.8625 5.5648
C -5.3171 3.8327 5.5722
N -6.5652 3.4445 5.4899
C -6.8670 2.1595 5.3448
C -5.9002 1.1638 5.2957
H -0.5742 0.2301 4.7498
H 0.8923 -0.1739 2.7669
H -3.3673 1.2289 0.5803
H -4.1526 1.1655 2.8220
H -3.2456 3.2262 5.6150
H -5.1144 4.8900 5.7233
H -7.9057 1.9275 5.1878
H -6.2016 0.1031 5.2157
C -1.7241 0.5408 -2.5058
C -0.9092 1.8648 -2.5979
C -1.7572 3.0745 -3.0517
C -0.2758 2.3035 -1.2597
H -2.4282 0.4668 -3.3022
H -2.3299 0.4297 -1.5927
H -1.1199 -0.3584 -2.5612
H -0.1525 1.7768 -3.3775
H -2.4509 3.2934 -2.2239
H -2.3236 2.9081 -3.9582
H -1.1176 3.9718 -3.2298
H -1.0594 2.4500 -0.5019
H 0.1139 3.3043 -1.4442
```